Density functional theory data (ωB97M-V/def2-TZVPD) for a single C6H9N molecule.

Each line ends with the natural charge from an NBO analysis.
Cartesian coordinates (Å):
C 2.7101 0.6977 2.0557  -0.68
C 1.7646 0.1757 1.0667  0.00
C 0.9875 -0.2920 0.2727  -0.03
C 0.0219 -0.8962 -0.6533  -0.48
C -1.3725 -0.3131 -0.5070  -0.07
C -1.9637 0.5834 -1.5250  -0.26
N -2.3623 -0.8219 -1.4480  -0.59
H 3.0824 1.6862 1.7697  0.23
H 3.5709 0.0284 2.1630  0.23
H 2.2263 0.7861 3.0336  0.23
H -0.0265 -1.9750 -0.4589  0.24
H 0.3597 -0.7840 -1.6913  0.23
H -1.6806 -0.1548 0.5282  0.20
H -1.3877 0.8431 -2.4114  0.20
H -2.6615 1.3512 -1.1949  0.19
H -3.2688 -0.9148 -0.9996  0.35

- gap between HOMO and LUMO (eV) = 10.430
- HOMO (eV) = -9.388
- SMILES = CC#CC[C@H]1CN1
- maximum force (eV/A) = 0.49
- calculated total energy (Eh) = -288.6781
- energy relative to the best compared isomer or geometry (same formula, charge and spin) (kJ/mol) = 272.8
- molecular weight (g/mol) = 95.14
- 2S+1 = 1